The following is a quantum chemistry calculation of a molecular structure, C34H25IN6O2SZr, from OMol25.

```
! RIJCOSX wB97M-V def2-TZVPD def2/J DEFGRID3
* xyz 2 1
Zr 0.933 -0.255 -0.701
C -2.933 2.711 -2.244
C -2.782 2.930 -0.874
C -1.588 2.634 -0.247
C -0.514 2.149 -1.005
C -0.653 1.955 -2.376
C -1.877 2.223 -2.988
N 0.676 1.716 -0.352
C 1.454 2.524 0.467
C 1.398 3.909 0.545
C 2.284 4.562 1.388
C 3.227 3.872 2.157
C 3.305 2.498 2.088
C 2.419 1.839 1.236
N 2.371 0.464 1.034
N 3.099 -0.315 1.682
C 2.878 -1.665 1.336
C 3.582 -2.635 2.018
C 3.358 -3.963 1.672
C 2.453 -4.262 0.664
C 1.794 -3.231 0.027
N 1.995 -1.942 0.353
H -3.873 2.941 -2.725
H -3.606 3.329 -0.298
H -1.466 2.786 0.818
H 0.197 1.636 -2.969
H -1.983 2.076 -4.055
H 0.676 4.460 -0.042
H 2.251 5.642 1.449
H 3.896 4.425 2.801
H 4.031 1.936 2.659
H 4.279 -2.342 2.790
H 3.889 -4.755 2.183
H 2.261 -5.283 0.365
H 1.108 -3.430 -0.790
I 7.141 1.227 0.583
C 5.643 0.397 -0.590
C 4.663 1.210 -1.140
C 3.621 0.638 -1.857
C 3.568 -0.748 -2.043
C 4.604 -1.550 -1.557
C 5.624 -0.983 -0.821
C 2.394 -1.411 -2.700
O 2.362 -2.527 -3.119
O 1.280 -0.614 -2.594
H 4.706 2.284 -1.014
H 2.882 1.281 -2.323
H 4.578 -2.616 -1.748
H 6.416 -1.603 -0.422
S -5.474 -2.185 -0.731
C -3.811 -1.757 -0.545
C -2.923 -2.139 -1.568
C -1.601 -1.812 -1.458
N -1.091 -1.102 -0.420
C -1.947 -0.733 0.561
C -3.280 -1.041 0.540
C -6.215 -1.499 0.739
C -6.325 -2.267 1.886
C -6.926 -1.688 2.998
N -7.395 -0.446 3.006
C -7.303 0.271 1.891
C -6.723 -0.209 0.723
H -3.269 -2.691 -2.431
H -0.904 -2.087 -2.243
H -1.530 -0.161 1.381
H -3.911 -0.715 1.354
H -5.965 -3.287 1.920
H -7.031 -2.251 3.918
H -7.717 1.272 1.924
H -6.681 0.403 -0.168
*
```

electronic energy	-2532.2189	Ha
largest force on an atom	0.0132	hartree/bohr
gap between HOMO and LUMO	0.225	Eh
HOMO	-13.726	eV
energy above the lowest of the compared OMol25 structures with the same formula, charge and spin	7.8	kcal/mol